# 1
{
  "formula": "H80O40",
  "method": "ωB97M-V/def2-TZVPD",
  "total_energy_ev": -83198.0863,
  "total_charge": 0,
  "elements": ["H", "H", "O", "H", "H", "O", "H", "H", "O", "H", "H", "O", "H", "H", "O", "H", "O", "H", "O", "H", "H", "O", "H", "H", "O", "H", "H", "O", "H", "H", "O", "H", "O", "H", "H", "O", "H", "H", "O", "H", "H", "O", "H", "H", "O", "H", "H", "O", "H", "H", "O", "H", "O", "H", "H", "O", "H", "O", "H", "H", "O", "H", "H", "O", "H", "H", "O", "H", "H", "O", "H", "H", "O", "H", "H", "O", "H", "H", "O", "H", "H", "O", "H", "H", "O", "H", "H", "O", "H", "O", "H", "H", "O", "H", "H", "H", "H", "H", "H", "O", "H", "H", "O", "H", "H", "O", "H", "H", "O", "H", "H", "O", "H", "H", "O", "H", "H", "O", "H", "H"],
  "coordinates": [[1.53886, 1.69534, -4.66303], [2.10076, 1.73687, -3.18193], [1.53184, 2.16158, -3.83945], [0.16080, -0.14684, -0.57483], [-0.32704, -1.49194, 0.05319], [0.17732, -1.12045, -0.68795], [1.24913, -1.96425, 2.14383], [0.00319, -2.79189, 2.56487], [0.94009, -2.87549, 2.25523], [-0.49193, 3.31534, 1.86266], [0.94869, 2.53725, 2.05118], [0.44267, 3.25872, 1.69283], [-0.88523, -2.31155, 4.40688], [-0.69513, -3.23035, 5.61275], [-1.30601, -3.01605, 4.91621], [-2.82326, -1.11147, -3.80505], [-3.20889, -0.24148, -3.83990], [5.51700, -0.18624, 0.36307], [6.40912, -0.00430, 0.07298], [3.63527, 0.62515, 0.21402], [4.67723, 1.47794, 1.04231], [3.74758, 1.22206, 0.99514], [2.30434, 0.06843, 1.86702], [1.68008, 0.74341, 3.00350], [1.40901, 0.23230, 2.23922], [1.51903, -3.07688, -3.69991], [2.55095, -2.60922, -4.66683], [2.48154, -3.12465, -3.87204], [-0.12604, -4.14779, 0.91832], [0.68761, -3.06543, 0.24154], [0.19955, -3.86571, 0.06167], [4.25789, -3.27510, 0.92788], [4.24345, -2.31568, 0.99258], [-2.87893, -2.40271, 0.37822], [-3.41913, -1.38966, -0.74441], [-3.02730, -1.48522, 0.13181], [-5.34589, 3.39105, 1.20394], [-4.13161, 2.61385, 0.80569], [-4.45941, 3.51941, 0.83603], [2.19710, 3.38030, 4.35291], [3.02715, 2.10630, 4.33109], [2.13661, 2.43265, 4.56740], [-5.00334, -1.31466, 2.44942], [-4.21539, -0.92190, 1.22550], [-5.14838, -1.12014, 1.51570], [0.75157, -0.71649, 5.36693], [0.79737, 0.48708, 4.63096], [0.13055, -0.06437, 5.03793], [0.19614, 4.15078, -1.94628], [-1.28035, 4.61529, -1.62020], [-0.52398, 4.68538, -2.25883], [-4.20605, 0.59070, 1.73955], [-4.11354, 0.94896, 2.62073], [-2.86466, 4.23759, 0.24774], [-2.22897, 5.57826, -0.07010], [-2.28292, 4.66889, -0.38726], [-3.00961, 3.47826, 2.45012], [-2.36254, 4.19274, 2.55434], [-0.59577, 1.56565, -3.96115], [-0.56281, 1.41364, -5.44788], [-0.89367, 0.98032, -4.67074], [-0.35564, -1.23829, -2.45076], [0.37859, -0.47099, -3.64854], [0.01845, -1.30416, -3.34029], [1.08506, 1.38355, 0.57016], [-0.22127, 1.89066, -0.07115], [0.64182, 1.52701, -0.27601], [1.82633, -3.26396, -0.81445], [2.79766, -3.77844, -1.97746], [2.67199, -3.61646, -1.04026], [-1.75915, 0.17265, 0.64568], [-2.14712, 1.15429, -0.57602], [-2.33666, 0.89298, 0.35525], [-0.33215, 2.10616, 5.73098], [-1.11287, 3.31130, 5.80761], [-1.27287, 2.36067, 5.73001], [3.66670, 0.42483, 2.81322], [4.82798, 0.29913, 3.77409], [3.95849, 0.70496, 3.68743], [-5.47532, 1.17279, -2.28682], [-5.33376, 2.31294, -1.18568], [-5.85362, 1.97135, -1.91647], [4.52055, -3.11576, -3.73964], [4.88844, -2.92952, -2.10322], [4.89921, -2.63305, -3.00806], [-0.64919, -0.79486, -5.51143], [-1.65656, -1.53369, -6.39523], [-0.70890, -1.43730, -6.23323], [-2.35153, 0.90185, 3.37845], [-1.49614, 1.02587, 2.95001], [1.60677, 4.23444, 2.67161], [2.74914, 5.28822, 2.57062], [2.10274, 4.89671, 3.16613], [-4.66728, 1.04499, 3.31903], [-2.88875, 0.45370, -4.39941], [-3.01212, 4.88324, 2.40591], [6.46587, 0.77331, -0.48057], [3.84783, -1.99423, 0.19054], [-1.61355, 1.72985, 2.30979], [2.87951, -0.57307, -3.41175], [2.85727, -0.21753, -4.28703], [3.69153, -1.10310, -3.15016], [2.85755, -0.51667, -0.62786], [2.07861, -1.11219, -0.88860], [3.12388, -0.50820, -1.58132], [-1.76495, 1.92206, -2.09829], [-2.19687, 1.26413, -2.65713], [-1.55880, 2.85306, -2.31575], [1.31300, -5.37651, -3.22005], [2.17816, -5.22977, -2.84730], [1.27802, -5.11776, -4.14245], [-2.21819, -3.23938, -2.44883], [-2.09398, -3.33389, -3.40229], [-1.36396, -2.81777, -2.27552], [-1.17934, -1.24555, 1.85357], [-0.62788, -0.57974, 2.32056], [-2.04120, -0.97241, 2.20154], [-2.26223, -5.41173, -0.04685], [-1.33757, -5.60937, -0.13419], [-2.55348, -4.60495, -0.46920]],
  "forces_ev_per_angstrom": [[0.5, -0.5, -0.4], [-0.1, -0.2, -0.4], [-0.3, 0.8, 0.9], [0.4, 0.3, 0.1], [-0.3, 0.2, 0.0], [-0.2, -0.5, 0.0], [-0.1, -0.1, 0.3], [1.2, 0.2, -0.4], [-0.4, 0.2, 1.0], [-0.4, -0.2, 0.8], [-0.8, -0.7, 0.7], [1.1, 1.4, -0.8], [-0.1, 0.1, 0.3], [0.4, -0.1, 0.4], [-0.4, 0.1, -0.7], [0.9, 0.1, -0.6], [-2.1, 0.4, 1.8], [-0.3, -0.1, -0.1], [0.8, -0.3, 0.2], [-0.2, 0.6, 0.5], [-0.2, 0.1, 0.1], [0.3, -0.1, -0.3], [-0.9, -0.1, -0.5], [-0.3, 0.5, 0.7], [1.0, -0.3, -0.6], [0.4, 0.1, 0.2], [0.2, 0.5, -0.5], [-1.1, -0.7, -0.3], [0.2, 0.1, 0.1], [-0.2, 0.0, 0.9], [-0.9, -0.5, -1.3], [-0.2, 0.1, -0.1], [0.7, 0.1, 1.0], [-0.2, -0.3, -0.6], [0.0, -0.6, 0.1], [0.4, -0.1, -0.3], [0.1, 0.3, -0.1], [0.4, -0.3, 0.0], [-0.7, -0.5, 0.1], [-0.2, 0.0, 0.1], [-0.3, -0.1, 0.3], [0.3, 0.0, -0.3], [-0.4, -0.1, 0.0], [-1.2, -1.2, -0.4], [0.7, 0.1, 0.1], [-0.2, -0.7, 0.6], [-0.2, 1.0, -0.3], [0.5, -0.6, 0.0], [0.5, -0.3, 0.5], [1.0, 0.1, -0.2], [-1.1, 0.0, -0.6], [-1.5, -0.1, 0.5], [4.7, 1.5, -1.9], [-0.1, -0.1, -0.1], [0.1, -0.1, -0.1], [-0.2, 0.5, 0.3], [0.4, -0.6, 0.3], [-0.6, -0.4, 0.0], [0.1, 0.0, 0.4], [0.0, 0.4, -0.9], [0.0, 0.1, 0.0], [0.7, 0.8, 0.2], [-0.2, 0.2, 0.6], [-0.3, -1.2, -0.7], [-0.1, 0.0, -0.1], [-0.1, 0.3, 0.2], [0.2, -0.7, -0.9], [-0.8, -0.4, -0.7], [-0.7, 0.7, -0.1], [2.2, -0.4, 0.4], [-0.2, -0.1, -0.3], [0.1, -0.2, 0.5], [-0.2, 1.5, -0.4], [-0.5, -0.8, -0.1], [-0.7, 0.1, 0.0], [1.1, 0.7, 0.2], [0.5, 0.3, -0.2], [0.0, 0.0, 0.2], [0.4, -0.4, 0.3], [0.4, -0.1, 0.3], [0.4, -0.3, -0.2], [-0.7, 0.4, -0.2], [-0.3, -1.0, 0.9], [-0.5, -1.0, -0.1], [1.3, 2.3, -0.5], [-0.2, -0.3, 0.1], [0.2, 0.0, 0.0], [-0.1, 0.0, -0.1], [0.1, 0.4, -0.1], [0.9, 0.3, 0.5], [-0.4, 0.3, -0.6], [-0.1, -0.1, 0.0], [0.5, 0.3, 0.6], [-3.5, -0.3, 2.1], [1.1, -0.5, -0.9], [0.3, 0.9, 0.1], [-0.4, 0.1, -0.1], [-0.5, 0.0, -0.6], [-0.4, -0.2, -0.1], [0.5, -0.1, 1.9], [0.9, 0.0, -0.7], [-0.7, 0.3, -1.6], [-0.9, -1.9, -2.8], [0.4, 1.1, 1.6], [0.4, 0.9, 0.9], [0.6, -0.4, 1.4], [-0.2, 0.8, -0.7], [-0.5, -0.6, -0.9], [-1.3, -0.7, 0.4], [0.2, -0.1, -0.4], [0.6, 0.0, 0.1], [0.5, 0.6, -0.5], [-0.5, -0.5, -0.1], [-0.1, -0.3, 0.7], [0.3, 0.1, 0.7], [-0.1, -0.2, -0.1], [0.1, -0.2, -0.2], [-1.4, -0.8, 1.1], [0.5, 0.6, -0.7], [0.8, 0.0, -0.6]]
}


# 2
{
  "formula": "H80O40",
  "method": "ωB97M-V/def2-TZVPD",
  "total_energy_ev": -83193.7090,
  "total_charge": 0,
  "elements": ["H", "H", "O", "H", "H", "O", "H", "H", "O", "H", "H", "O", "H", "H", "O", "H", "O", "H", "O", "H", "H", "O", "H", "H", "O", "H", "H", "O", "H", "H", "O", "H", "O", "H", "H", "O", "H", "H", "O", "H", "H", "O", "H", "H", "O", "H", "H", "O", "H", "H", "O", "H", "O", "H", "H", "O", "H", "O", "H", "H", "O", "H", "H", "O", "H", "H", "O", "H", "H", "O", "H", "H", "O", "H", "H", "O", "H", "H", "O", "H", "H", "O", "H", "H", "O", "H", "H", "O", "H", "O", "H", "H", "O", "H", "H", "H", "H", "H", "H", "O", "H", "H", "O", "H", "H", "O", "H", "H", "O", "H", "H", "O", "H", "H", "O", "H", "H", "O", "H", "H"],
  "coordinates": [[-3.46558, -1.69144, -1.31238], [-2.25283, -2.37468, -0.59868], [-3.10709, -1.99930, -0.48860], [4.03824, -4.70718, -2.51864], [4.79958, -3.67980, -1.66179], [4.05357, -4.33214, -1.58400], [-2.05094, 3.16198, 2.04592], [-3.18552, 1.83243, 1.62454], [-2.36736, 2.30571, 1.85218], [-0.94123, 1.90988, 5.35227], [-2.52256, 1.67244, 5.55461], [-1.67681, 1.71328, 5.95603], [4.26532, -4.28358, 1.17176], [4.45654, -2.77690, 1.67762], [4.90692, -3.60637, 1.50253], [-1.48461, -3.93745, 4.12625], [-1.15312, -3.93355, 5.00319], [-3.09949, -0.95754, -4.36965], [-2.47794, -0.32418, -3.98986], [-2.49450, 3.39337, -1.34733], [-2.29529, 4.85730, -2.07741], [-1.95470, 3.99955, -1.86586], [-0.03013, -2.30591, -2.35624], [-0.91607, -2.15939, -3.69235], [-0.87309, -2.11874, -2.72145], [-2.92748, 2.24574, -4.65457], [-1.60531, 2.59002, -5.33682], [-2.58090, 2.50183, -5.51312], [2.57352, 0.58990, -3.18389], [3.87528, -0.14380, -3.52852], [3.57502, 0.71798, -3.16940], [-1.80428, -0.00604, 3.23308], [-1.90704, -0.46549, 2.37618], [1.80043, 4.85359, -4.58507], [1.41735, 3.39140, -5.19391], [1.96079, 3.89083, -4.57301], [0.93912, -0.13526, 5.53112], [-0.06462, -0.31304, 6.58569], [0.57684, -0.87188, 6.10152], [1.46023, -0.91933, 1.25830], [1.16693, -0.09627, 0.00456], [0.91168, -0.97903, 0.36595], [-2.02899, -4.62646, -1.94077], [-1.59135, -5.54814, -3.18028], [-1.51955, -4.70649, -2.76454], [0.63229, 2.32416, 0.91253], [-0.58674, 1.76584, 1.75345], [0.34798, 1.63688, 1.49009], [1.84757, -5.36962, -0.82829], [0.83363, -4.45348, -1.70627], [1.18956, -5.32159, -1.50848], [1.77159, 2.05803, -1.85298], [1.10704, 1.32276, -1.99801], [2.05810, -1.45763, -4.85556], [1.54357, -2.46163, -3.78377], [1.65298, -1.50078, -3.95137], [-5.57943, 1.22201, -1.42019], [-4.76198, 1.55164, -1.05579], [3.29093, 3.42287, 0.21915], [2.04974, 4.39440, -0.06271], [2.36713, 3.56423, 0.24946], [-0.02474, 1.72599, 3.22918], [0.62354, 1.76543, 4.75244], [0.24491, 1.18110, 4.06208], [2.95044, 2.77168, 3.98652], [3.48223, 2.31664, 5.29655], [2.64074, 2.44441, 4.82050], [5.65829, -0.52971, -2.07760], [5.88594, -0.07942, -0.50810], [5.65888, 0.19942, -1.42481], [-0.37748, 0.44954, -5.63313], [0.64846, -0.23144, -4.57345], [0.50958, 0.38303, -5.30519], [3.79215, 0.67527, -0.23487], [2.82307, 1.81296, -0.02135], [3.40827, 1.23180, 0.43387], [-5.04672, 3.02504, -2.46019], [-5.47646, 2.19090, -3.76473], [-5.73819, 2.48264, -2.88112], [-5.14794, 1.78185, 1.42791], [-4.56427, 1.09311, 2.45268], [-5.04757, 1.94014, 2.40645], [-4.97166, -2.81578, -2.72728], [-4.21929, -2.30168, -3.68482], [-4.04903, -2.53806, -2.78636], [-0.28719, 0.95495, -3.46452], [-1.02364, 1.91424, -2.55687], [-0.92260, 1.66775, -3.46751], [-2.56009, 5.74861, 2.45815], [-1.97547, 5.13286, 2.87991], [4.45201, 3.09836, -1.87388], [3.33063, 3.15183, -2.93204], [3.55326, 3.39851, -1.97536], [0.40350, 1.15888, -1.39803], [-1.15863, -3.05215, 5.43503], [-4.51663, 0.86165, -0.39266], [-2.98714, 0.29456, -3.47383], [-1.08309, -0.57050, 1.87261], [-1.11329, 4.77065, 2.63581], [-2.49471, 0.43427, 0.11031], [-2.72668, -0.30081, -0.51932], [-1.57485, 0.49079, 0.43978], [-0.42466, 3.62370, 4.28468], [-1.38400, 3.44689, 4.26264], [-0.25418, 3.87919, 5.17886], [1.70442, -4.15829, -4.12467], [1.63054, -4.61501, -4.98928], [1.64563, -4.85078, -3.47692], [1.19553, -2.37243, 2.86701], [0.73966, -1.55463, 2.68724], [0.48514, -2.91747, 3.21286], [-3.11821, -2.61542, 3.34631], [-2.97709, -2.61750, 2.37281], [-3.53108, -1.75757, 3.44968], [2.83467, -4.37493, 3.03120], [3.70304, -4.64895, 3.38986], [2.14448, -4.14839, 3.64496], [3.98805, -1.23290, 4.51058], [3.38235, -1.91515, 4.20502], [3.51166, -0.88966, 5.28842]],
  "forces_ev_per_angstrom": [[0.2, -0.7, -1.1], [1.1, -0.3, -0.8], [-1.3, 0.2, 1.9], [-0.2, 0.6, 1.8], [-1.0, -0.9, 0.5], [1.2, 0.2, -2.2], [-1.8, 1.9, 0.1], [0.5, 1.8, 0.1], [2.1, -2.7, 0.1], [-1.1, -0.6, -0.4], [-0.8, 0.0, -1.0], [1.2, 0.1, 1.8], [0.5, 1.4, 0.5], [-0.5, -0.3, 0.0], [0.3, -1.0, -0.7], [-0.9, 0.8, -0.9], [1.3, -0.1, 2.0], [0.1, 0.4, 0.1], [-0.1, -0.8, -0.9], [-0.6, 0.8, 0.0], [-0.9, 0.2, 0.3], [1.4, -1.1, -0.1], [1.3, -0.2, -0.2], [0.6, -0.1, 0.9], [-1.8, 0.7, 0.0], [0.4, 0.0, 0.1], [-1.5, -0.2, 0.1], [1.1, 0.4, -0.3], [1.7, 0.2, 0.2], [-0.3, 0.8, 0.3], [-1.6, -1.1, -0.7], [1.0, -0.4, -0.8], [-0.2, 0.0, 0.7], [-0.3, -1.0, -0.4], [-0.1, 0.5, 0.1], [0.5, 0.3, 0.5], [-0.3, -1.6, 0.2], [0.1, -0.7, 0.0], [0.1, 2.1, -0.3], [-1.4, -0.4, -3.0], [-0.2, -0.9, 0.2], [1.8, 1.2, 2.4], [0.1, -0.6, -0.7], [-0.5, -1.1, 0.2], [0.3, 1.3, 0.4], [0.3, 1.2, -0.6], [-0.2, 0.2, -1.1], [-0.7, -1.1, 0.7], [0.5, 0.9, 0.5], [0.2, 0.2, 0.8], [-0.8, -1.1, -1.4], [-1.6, -0.8, 0.6], [2.6, 0.3, -1.1], [-0.5, -0.2, 1.2], [0.2, 0.4, -0.3], [0.8, -0.2, -1.0], [-0.5, 0.2, -0.5], [0.9, -1.7, 2.4], [1.4, 0.7, -0.3], [0.5, 0.8, -0.6], [-2.6, -0.9, 1.7], [1.8, -1.1, 2.8], [0.2, -0.1, -1.5], [-0.7, 0.2, -1.0], [-0.1, 0.2, -1.0], [-0.6, 0.0, 0.0], [0.7, -0.1, 1.2], [0.1, 0.4, 1.2], [0.0, -0.3, -1.4], [0.1, -0.1, 0.5], [-0.8, -0.4, 0.4], [-0.7, -0.4, -0.1], [1.4, 0.7, -0.8], [0.3, -0.3, -0.8], [-0.8, 0.4, -0.6], [0.6, -0.7, 1.2], [-0.3, -0.6, -0.7], [0.2, 0.5, 0.3], [-0.7, 0.7, -1.1], [-0.9, 1.4, 0.7], [-0.1, 0.0, 1.5], [0.4, -1.8, -2.3], [-0.3, -0.6, 1.5], [1.1, 0.7, -1.6], [-1.5, -0.4, -0.4], [0.2, 0.0, -0.1], [0.0, 0.6, 0.4], [-1.0, 0.5, -0.4], [0.8, 0.2, -1.2], [-0.5, -1.3, 1.8], [0.6, -0.5, 0.0], [0.5, 0.6, 1.6], [-0.8, -0.2, -2.4], [-0.4, 0.6, 1.3], [-0.2, -0.7, -1.1], [0.3, 0.9, -0.6], [-0.1, 0.3, 0.3], [0.0, 0.3, 0.8], [-0.2, 1.4, -0.7], [-0.5, 0.9, -1.3], [1.5, 0.6, 1.5], [-1.0, -0.6, -0.8], [-0.6, 0.1, -0.9], [0.4, 0.4, 0.1], [0.2, 0.6, 0.9], [0.2, -0.3, -1.6], [0.0, 0.5, 0.8], [-0.1, -0.8, 1.0], [0.0, 0.0, 0.0], [-0.3, 0.5, 0.3], [-0.2, -0.2, 0.3], [-0.3, -0.6, -1.1], [0.0, 0.0, 0.9], [0.0, 0.2, 0.2], [1.0, -0.7, -1.0], [-1.2, 0.4, 0.4], [0.4, -0.1, 0.9], [-0.4, 0.2, 0.7], [-0.1, -0.2, -0.3], [0.4, -0.1, -0.4]]
}


Kohn-Sham gap values, unit eV, following the record order: 10.031 9.861.
Relative energy (zero: lowest compared OMol25 entry of this formula, charge and spin) values, unit kcal per mole, following the record order: 178.2 279.2.